14
Properties=species:S:1:pos:R:3:forces:R:3:lowdin_charge:R:1 method="wB97M-V/def2-TZVPD" max_force_ev_per_a=3.1 spin_multiplicity=1 lumo_energy_ev=-5.166 charge=+1 e_above_lowest_kcal_mol=2.5 total_energy_ha=-961.1109
C -1.2039 1.0488 -0.4749 1.1 0.3 -1.3 -0.1363
C -0.2700 1.9779 -0.6878 -0.6 0.1 0.2 -0.3970
C 0.3793 -0.7594 0.2678 -0.1 2.1 0.5 -0.4075
C -0.9564 -0.0839 0.4824 1.4 1.9 -1.4 -0.1010
N 1.4163 0.0937 0.2023 -0.2 -0.6 0.0 -0.7237
N 0.3933 -2.0803 0.1217 2.0 0.5 0.5 0.2126
S 1.1849 1.9095 0.2773 0.1 -1.6 -0.1 0.9290
I 3.4250 -0.4513 0.0049 -0.9 0.0 0.0 0.9574
H -2.0848 1.0349 -1.0826 -0.4 0.0 -0.2 0.1183
H -0.3705 2.7979 -1.4044 0.1 -0.3 0.3 0.0924
H -1.0825 0.4876 1.3736 0.5 -0.5 1.7 0.1383
H -1.7010 -0.7532 0.3125 -2.2 -2.1 0.2 0.0917
H -0.3943 -2.6709 0.2685 -0.9 0.2 0.1 0.1316
H 1.2646 -2.5511 0.3388 0.1 0.0 -0.5 0.0944